Below is C5H13N2O as an isolated structure at a distorted geometry, with properties calculated with the ωB97M-V functional and the def2-TZVPD basis.

Results
charge: -1
Kohn-Sham gap: 5.68 eV
E_LUMO: 3.658 eV
energy above the lowest of the compared OMol25 structures with the same formula, charge and spin: 428.0 kJ/mol

Geometry (Å):
C -0.12059 0.69226 -1.34863
C -1.69245 -0.75337 0.03607
C -0.50899 1.10319 1.02678
C 1.99202 -0.41890 0.75602
C -0.32517 -0.00008 0.03592
N 0.59308 -2.45685 -0.44143
N 0.59652 -0.91273 0.63965
O 1.48819 -3.34621 -0.05996
H -0.56892 0.33258 -2.29205
H -0.46178 1.73823 -1.24966
H 0.93669 0.72700 -1.61525
H -2.52854 -0.08527 -0.21991
H -1.91339 -1.01615 0.98385
H -1.72357 -1.63933 -0.53557
H -0.42107 0.83197 2.09328
H 0.24025 1.87835 0.88902
H -1.37238 1.76478 1.07413
H 2.69177 -1.22167 0.49134
H 2.27113 0.44275 0.02789
H 2.30311 -0.18310 1.82867
H 0.90425 -2.09438 -1.45707

natural (NBO) population analysis, charges in e, atoms 1 to 4: -0.64, -0.58, -0.61, -0.45